This record from OMol25 describes a structure of composition C36H28HgN3O2S2. The level of theory is wB97M-V/def2-TZVPD.

Output
Charge ... -2
Orbital gap (spin up / spin down) ... 2.816 / 5.693 eV
HOMO (spin up / spin down) ... 1.1 / -1.7 eV
Multiplicity ... 2
Max |F| ... 0.70 eV/Å
Molecular weight ... 799.36 g/mol
LUMO energy (spin up / spin down) ... 3.948 / 3.948 eV

Structure (XYZ):
```
72
C36H28HgN3O2S2 wB97M-V/def2-TZVPD
Hg -0.2913 -0.7517 -0.6405
O 0.6791 -2.5297 3.4490
C 0.6786 -1.9351 2.3597
O 0.2160 -2.3235 1.2542
C 1.5101 -0.6418 2.3602
C 2.5036 -0.4577 3.3207
C 3.2759 0.6865 3.2778
C 3.0149 1.6419 2.3005
C 2.0016 1.3871 1.3959
N 1.2790 0.2690 1.4232
H 2.6344 -1.2249 4.0708
H 4.0701 0.8434 3.9993
H 3.5958 2.5521 2.2270
H 1.7699 2.0827 0.5963
S 4.9089 -0.3378 -0.9119
C 4.9050 -1.6847 0.1756
C 5.9205 -2.1653 1.0002
C 5.6430 -3.2546 1.8060
C 4.3791 -3.8584 1.7857
C 3.3745 -3.3850 0.9638
C 3.6400 -2.2850 0.1513
N 2.7242 -1.6988 -0.7083
C 3.2157 -0.6873 -1.3162
C 2.4776 0.1809 -2.2626
C 3.1973 0.8356 -3.2670
C 2.5421 1.6580 -4.1674
C 1.1634 1.8141 -4.0545
C 0.4662 1.1576 -3.0479
C 1.0915 0.3265 -2.1097
H 6.8934 -1.6901 1.0208
H 6.4107 -3.6392 2.4668
H 4.1771 -4.6964 2.4402
H 2.3808 -3.8155 0.9556
H 4.2699 0.6841 -3.3558
H 3.0945 2.1526 -4.9580
H 0.6316 2.4478 -4.7576
H -0.6119 1.2838 -2.9935
C -1.0953 3.5571 6.1353
C -0.9981 2.1210 5.6059
C 0.4427 1.8697 5.1549
C -1.3085 1.1388 6.7471
C -2.0078 1.8975 4.4728
C -3.3603 2.2145 4.6823
C -4.3147 1.9283 3.7000
C -3.9235 1.3359 2.5175
S -4.8838 0.8177 1.1549
C -3.3815 0.2241 0.3488
N -2.2728 0.4650 1.0783
C -2.5606 1.0294 2.2622
C -1.6198 1.3275 3.2708
C -3.4343 -0.4057 -0.9153
C -4.6525 -0.4506 -1.6576
C -4.7096 -1.0313 -2.9116
C -3.5654 -1.5747 -3.4923
C -2.3584 -1.5199 -2.7683
C -2.2583 -0.9806 -1.5005
H -0.2974 3.7470 6.8617
H -2.0503 3.7427 6.6302
H -0.9960 4.2738 5.3169
H 1.1240 2.0664 5.9893
H 0.7217 2.5220 4.3238
H 0.5853 0.8350 4.8427
H -0.6213 1.2927 7.5878
H -1.1985 0.1121 6.3923
H -2.3318 1.2688 7.1041
H -3.6834 2.6584 5.6175
H -5.3597 2.1592 3.8785
H -0.5896 1.0650 3.0796
H -5.5475 0.0003 -1.2409
H -5.6515 -1.0417 -3.4528
H -3.5993 -2.0196 -4.4812
H -1.4676 -1.9364 -3.2345
```